(1)
Below is C41H48Cl3N6O4RuS2 as an isolated structure in a non-equilibrium geometry, with properties calculated with ωB97M-V with the def2-TZVPD basis set.

Summary:
LUMO (alpha / beta), eV: -7.74 / -11.77
<S²>: 6.06
Relative energy (zero: lowest compared OMol25 entry of this formula, charge and spin), kcal per mole: 4.89
Kohn-Sham gap (alpha / beta), Eh: 0.240 / 0.092
HOMO (alpha / beta), Eh: -0.5248 / -0.5244

The geometry in ORCA input format:
```
! RIJCOSX wB97M-V def2-TZVPD def2/J DEFGRID3
* xyz 3 5
Ru 1.24 -2.04 1.15
C 3.62 -2.76 -2.44
C 3.27 -2.83 -1.02
O 2.26 -2.27 -0.56
C 4.14 -3.57 -0.11
C 5.26 -4.24 -0.60
C 6.08 -4.98 0.30
C 5.86 -5.01 1.68
C 4.78 -4.33 2.20
C 3.88 -3.63 1.32
O 2.91 -3.04 1.89
H 3.04 -1.98 -2.94
H 3.39 -3.72 -2.90
H 4.70 -2.58 -2.55
H 5.49 -4.25 -1.66
H 6.90 -5.55 -0.15
H 6.52 -5.55 2.34
H 4.54 -4.35 3.25
C -2.60 0.75 -1.22
C -2.51 0.45 0.26
N -2.64 -0.98 0.65
C -4.04 -1.37 1.04
C -5.00 -1.48 -0.13
C -1.61 -1.80 0.64
C -1.77 -3.20 1.13
N -0.36 -1.39 0.29
H -2.74 1.83 -1.31
H -3.47 0.29 -1.70
H -1.69 0.47 -1.77
H -3.33 0.93 0.79
H -1.57 0.79 0.71
H -4.37 -0.60 1.75
H -4.00 -2.31 1.59
H -5.15 -0.53 -0.63
H -5.97 -1.81 0.23
H -4.67 -2.21 -0.87
H -2.51 -3.75 0.54
H -2.09 -3.22 2.17
H -0.83 -3.72 1.04
H -0.24 -0.77 -0.51
Cl -6.05 0.91 3.50
C -4.48 0.95 4.26
C -3.44 1.63 3.60
C -2.17 1.58 4.15
C -1.90 0.96 5.38
C -0.53 1.02 5.98
C 0.18 -0.30 6.25
N 0.24 -1.20 5.05
C -0.07 -2.55 5.08
C 0.13 -3.01 3.81
N 0.55 -1.94 3.05
C 0.62 -0.85 3.83
O 0.29 1.82 5.13
C 1.14 2.74 5.91
C 1.80 3.66 4.97
C 1.70 5.01 5.01
Cl 0.81 5.94 6.13
S 2.66 5.80 3.83
C 3.26 4.29 3.29
C 2.76 3.25 3.97
C -2.99 0.35 6.04
Cl -2.82 -0.28 7.64
C -4.26 0.29 5.46
H -3.64 2.17 2.69
H -1.36 2.06 3.67
H -0.58 1.50 6.95
H -0.31 -0.88 7.04
H 1.21 -0.14 6.53
H -0.42 -3.02 6.00
H 0.05 -4.01 3.43
H 0.94 0.13 3.54
H 1.82 2.11 6.46
H 0.51 3.29 6.60
H 3.97 4.27 2.50
H 3.03 2.22 3.82
H -5.04 -0.22 5.97
C -2.72 1.85 -7.44
C -1.73 0.98 -6.65
C -1.59 1.43 -5.22
N -0.68 0.53 -4.49
C 0.29 0.81 -3.65
S 0.85 -0.36 -2.53
N 0.87 2.03 -3.65
C 1.03 3.01 -4.69
O 1.07 4.16 -4.33
C 1.23 2.56 -6.08
C 1.79 1.34 -6.42
C 1.98 0.96 -7.75
C 1.54 1.83 -8.74
C 0.97 3.06 -8.41
C 0.81 3.42 -7.09
H -2.84 1.45 -8.45
H -2.35 2.87 -7.56
H -3.71 1.88 -6.98
H -0.77 0.95 -7.13
H -2.13 -0.05 -6.64
H -2.56 1.39 -4.71
H -1.22 2.45 -5.15
H -1.01 -0.43 -4.42
H 1.38 2.29 -2.81
H 2.13 0.66 -5.65
H 2.40 -0.02 -7.96
H 1.64 1.57 -9.78
H 0.62 3.74 -9.19
H 0.37 4.37 -6.84
*
```


(2)
Below is C41H49BMoO2P2 as an isolated structure in a non-equilibrium geometry, with properties calculated with ωB97M-V with the def2-TZVPD basis set.

Summary:
LUMO (alpha / beta), eV: -7.30 / -7.07
<S²>: 2.04
Relative energy (zero: lowest compared OMol25 entry of this formula, charge and spin), kcal per mole: 0.00
Kohn-Sham gap (alpha / beta), Eh: 0.233 / 0.242
HOMO (alpha / beta), Eh: -0.5017 / -0.5018

The geometry in ORCA input format:
```
! RIJCOSX wB97M-V def2-TZVPD def2/J DEFGRID3
* xyz 2 3
Mo -0.34 -0.86 0.54
C -1.19 0.33 -4.09
C -0.13 1.10 -3.84
C -0.01 2.53 -4.24
C -1.24 3.46 -4.00
C -2.28 3.07 -3.00
C -3.29 2.21 -3.20
C -3.52 1.36 -4.40
C -2.26 0.76 -5.05
C -0.74 -0.53 2.70
H -1.27 -0.68 -3.70
H 0.79 0.65 -3.46
H 0.21 2.57 -5.33
H 0.86 2.98 -3.74
H -0.84 4.42 -3.64
H -1.69 3.68 -4.98
H -2.30 3.71 -2.11
H -4.15 2.22 -2.52
H -4.05 1.94 -5.18
H -4.19 0.54 -4.12
H -2.57 -0.14 -5.61
H -1.87 1.47 -5.79
H -1.17 -1.53 2.91
H -1.44 0.22 3.09
H 0.22 -0.39 3.23
P 1.29 0.21 -0.75
P -1.36 1.22 0.92
C 0.51 1.78 -1.07
C -0.67 2.13 -0.47
C 3.05 0.45 -0.92
C 3.64 1.14 -1.99
C 5.03 1.25 -2.07
C 5.84 0.71 -1.06
C 5.24 0.09 0.05
C 3.86 -0.02 0.12
C 0.76 -1.12 -1.90
C -0.51 -1.73 -1.61
C -0.82 -3.00 -2.15
C 0.05 -3.58 -3.07
C 1.27 -2.96 -3.40
C 1.63 -1.75 -2.80
C -1.37 2.59 2.14
C -0.14 3.10 2.57
C -0.09 4.17 3.46
C -1.28 4.76 3.91
C -2.51 4.29 3.44
C -2.56 3.21 2.55
C -3.14 0.76 0.80
C -3.73 -0.27 1.57
C -5.03 -0.69 1.29
C -5.74 -0.12 0.23
C -5.17 0.93 -0.51
C -3.90 1.41 -0.17
H 1.12 2.51 -1.61
H -1.07 3.13 -0.62
H 3.02 1.59 -2.77
H 5.49 1.75 -2.92
H 6.93 0.77 -1.13
H 5.86 -0.31 0.85
H 3.37 -0.48 0.99
H -1.34 -1.13 -1.06
H -1.74 -3.49 -1.83
H -0.20 -4.52 -3.55
H 1.94 -3.42 -4.13
H 2.60 -1.30 -3.03
H 0.79 2.66 2.19
H 0.87 4.56 3.79
H -1.25 5.58 4.63
H -3.44 4.77 3.76
H -3.51 2.86 2.16
H -3.15 -0.74 2.37
H -5.49 -1.47 1.91
H -6.74 -0.48 -0.01
H -5.72 1.39 -1.33
H -3.48 2.27 -0.68
C 3.30 -2.11 4.45
C 2.78 -2.67 3.14
C 3.96 -3.23 2.34
O 2.21 -1.61 2.38
B 1.09 -2.16 1.67
O 0.86 -3.51 2.06
C 1.60 -3.71 3.26
C 2.04 -5.16 3.36
C 0.70 -3.48 4.47
H 4.07 -1.35 4.24
H 3.75 -2.91 5.05
H 2.51 -1.63 5.04
H 4.67 -2.42 2.11
H 4.48 -3.99 2.92
H 3.63 -3.67 1.38
H 2.66 -5.31 4.26
H 1.15 -5.80 3.47
H 2.60 -5.50 2.48
H 0.34 -2.44 4.57
H -0.18 -4.14 4.40
H 1.24 -3.75 5.39
*
```


(3)
Below is C41H49BaN10O5S2 as an isolated structure, with properties calculated with ωB97M-V with the def2-TZVPD basis set.

Summary:
LUMO, eV: 2.29
Relative energy (zero: lowest compared OMol25 entry of this formula, charge and spin), kcal per mole: 11.18
Kohn-Sham gap, Eh: 0.223
HOMO, Eh: -0.1395

The geometry in ORCA input format:
```
! RIJCOSX wB97M-V def2-TZVPD def2/J DEFGRID3
* xyz -1 1
Ba 0.21 -0.29 0.14
C -3.02 0.56 -0.77
C -2.58 0.74 -2.22
C -1.47 1.72 -2.58
N -0.17 1.33 -2.05
C 0.86 2.01 -2.47
C 0.78 3.16 -3.32
C 1.67 3.64 -4.25
C 2.94 3.18 -4.61
C 3.66 2.22 -3.91
C 3.36 1.58 -2.73
C 2.20 1.62 -1.90
N 2.18 1.23 -0.66
C 3.40 0.88 0.02
C 3.15 0.67 1.52
C 2.42 1.82 2.22
N 0.97 1.77 2.01
C 0.26 2.73 2.50
C 0.82 3.82 3.27
C 0.29 4.56 4.29
C -1.00 4.56 4.83
C -2.10 3.95 4.23
C -2.19 3.25 3.05
C -1.20 2.81 2.10
N -1.47 2.44 0.89
C -2.73 2.88 0.29
C -3.69 1.74 -0.06
H -2.18 0.33 -0.12
H -3.67 -0.31 -0.73
H -3.47 1.03 -2.81
H -2.29 -0.25 -2.60
H -1.74 2.73 -2.24
H -1.43 1.78 -3.68
H -0.17 3.67 -3.29
H 1.30 4.49 -4.83
H 3.41 3.65 -5.47
H 4.63 1.98 -4.33
H 4.15 0.94 -2.34
H 4.16 1.67 -0.10
H 3.84 -0.03 -0.40
H 4.13 0.54 1.98
H 2.62 -0.26 1.73
H 2.82 2.76 1.83
H 2.64 1.80 3.30
H 1.87 4.02 3.06
H 0.99 5.23 4.77
H -1.17 5.14 5.73
H -3.04 4.08 4.76
H -3.20 2.95 2.78
H -2.46 3.41 -0.62
H -3.26 3.61 0.91
H -4.51 2.15 -0.67
H -4.14 1.36 0.86
C -1.14 -4.07 1.69
O 0.23 -4.45 1.50
C 1.12 -3.46 1.59
O 0.86 -2.33 1.95
N 2.36 -3.92 1.24
N 3.38 -2.96 1.13
H -1.72 -4.97 1.48
H -1.42 -3.28 1.01
H -1.31 -3.74 2.71
H 2.31 -4.63 0.51
H 3.40 -2.59 0.19
H 4.25 -3.40 1.37
N 1.30 -1.36 -7.59
C 1.27 -1.75 -6.25
C 1.21 -3.10 -5.91
C 1.15 -3.49 -4.58
C 1.14 -2.52 -3.59
C 1.19 -1.18 -3.91
C 1.25 -0.79 -5.24
S 1.10 -2.97 -1.88
O 1.94 -1.98 -1.20
O 1.56 -4.34 -1.77
N -0.34 -2.67 -1.28
C -1.46 -3.25 -1.79
N -1.38 -4.21 -2.73
C -2.51 -4.72 -3.17
C -3.75 -4.33 -2.69
C -3.73 -3.34 -1.71
N -2.61 -2.80 -1.26
H 1.71 -2.04 -8.21
H 1.66 -0.43 -7.74
H 1.21 -3.85 -6.69
H 1.10 -4.53 -4.30
H 1.19 -0.43 -3.14
H 1.30 0.27 -5.49
H -2.43 -5.48 -3.94
H -4.68 -4.75 -3.06
H -4.65 -2.97 -1.28
C -3.42 0.34 4.63
S -2.14 -0.05 3.42
O -2.41 -1.46 2.99
C -0.78 -0.13 4.60
C -0.18 -1.36 4.83
C 0.92 -1.43 5.67
C 1.42 -0.28 6.26
C 0.82 0.95 6.03
C -0.28 1.03 5.19
H -3.46 -0.47 5.34
H -4.35 0.44 4.08
H -3.16 1.29 5.11
H -0.57 -2.23 4.32
H 1.41 -2.39 5.84
H 2.29 -0.34 6.91
H 1.21 1.85 6.48
H -0.74 1.99 4.99
*
```


(4)
Below is C41H49Cl2N6O4PbSSb as an isolated structure, with properties calculated with ωB97M-V with the def2-TZVPD basis set.

Summary:
LUMO, eV: 0.05
Relative energy (zero: lowest compared OMol25 entry of this formula, charge and spin), kcal per mole: 9.18
Kohn-Sham gap, Eh: 0.269
HOMO, Eh: -0.2668

The geometry in ORCA input format:
```
! RIJCOSX wB97M-V def2-TZVPD def2/J DEFGRID3
* xyz 0 1
Pb -1.20 0.78 -2.37
N -0.89 0.09 -0.10
C -1.91 0.52 0.86
C -2.13 2.02 0.70
N -2.75 2.37 -0.59
C -2.53 3.79 -0.91
C -1.67 4.06 -2.15
N -0.48 3.21 -2.16
C -4.16 1.98 -0.64
C -4.62 1.42 -1.99
N -3.89 0.20 -2.32
H -0.82 -0.93 -0.13
H 0.04 0.47 0.28
H -1.56 0.34 1.89
H -2.82 -0.07 0.71
H -1.14 2.47 0.74
H -2.72 2.40 1.55
H -2.04 4.28 -0.06
H -3.49 4.29 -1.06
H -1.42 5.13 -2.14
H -2.25 3.86 -3.07
H 0.04 3.28 -1.28
H 0.17 3.49 -2.89
H -4.81 2.82 -0.38
H -4.33 1.20 0.11
H -4.44 2.16 -2.77
H -5.70 1.26 -1.92
H -4.24 -0.21 -3.18
H -4.00 -0.51 -1.59
N -1.43 -1.67 -3.53
C -0.18 -2.26 -4.03
C 0.75 -1.19 -4.62
C 1.63 -0.58 -3.50
O 2.79 -0.96 -3.42
O 1.06 0.25 -2.71
H -1.89 -2.28 -2.86
H -2.06 -1.51 -4.30
H -0.38 -3.04 -4.77
H 0.33 -2.74 -3.19
H 0.15 -0.41 -5.10
H 1.41 -1.64 -5.36
Cl 1.83 6.30 0.81
C 1.42 5.56 2.32
C 0.39 6.17 3.02
C -0.12 5.62 4.17
C 0.39 4.42 4.63
C 1.43 3.83 3.95
Cl 2.04 2.32 4.56
C 2.03 4.37 2.79
N 3.11 3.69 2.26
C 3.95 4.05 1.18
C 4.78 5.16 1.32
C 5.65 5.51 0.31
C 5.71 4.74 -0.85
C 4.91 3.63 -0.97
C 4.02 3.25 0.03
C 3.19 2.01 -0.13
C 1.75 2.06 0.41
O 1.35 1.02 1.00
O 1.06 3.09 0.22
H -0.01 7.09 2.62
H -0.93 6.11 4.71
H -0.01 3.94 5.51
H 3.05 2.70 2.43
H 4.73 5.74 2.23
H 6.29 6.38 0.42
H 6.40 5.02 -1.64
H 4.96 3.03 -1.87
H 3.68 1.17 0.36
H 3.09 1.74 -1.18
S -2.91 -2.89 -0.62
Sb -1.10 -3.92 0.27
C 0.28 -2.73 1.38
C 1.57 -2.46 0.96
C 2.44 -1.80 1.82
C 2.01 -1.40 3.08
C 0.70 -1.62 3.47
C -0.17 -2.29 2.62
C -1.77 -5.26 1.80
C -2.95 -5.96 1.60
C -3.47 -6.74 2.63
C -2.82 -6.79 3.86
C -1.64 -6.09 4.05
C -1.10 -5.33 3.02
C -0.12 -4.99 -1.30
C 1.25 -4.98 -1.48
C 1.80 -5.53 -2.63
C 0.97 -6.11 -3.58
C -0.40 -6.16 -3.38
C -0.95 -5.59 -2.24
H 1.91 -2.72 -0.03
H 3.45 -1.60 1.50
H 2.69 -0.89 3.74
H 0.35 -1.27 4.43
H -1.20 -2.46 2.92
H -3.47 -5.88 0.66
H -4.39 -7.28 2.48
H -3.24 -7.38 4.66
H -1.14 -6.12 5.01
H -0.18 -4.79 3.18
H 1.91 -4.56 -0.74
H 2.87 -5.50 -2.79
H 1.39 -6.52 -4.49
H -1.05 -6.63 -4.11
H -2.02 -5.60 -2.09
*
```


The highest relative energy (zero: lowest compared OMol25 entry of this formula, charge and spin) belongs to which entry?
C41H49BaN10O5S2